a) Below is a structure of composition C3H8N2OP, with properties calculated with wB97M-V/def2-TZVPD.

```
15
Properties=species:S:1:pos:R:3
P 1.683 0.285 -0.406
O -0.167 -0.667 0.371
N 1.385 0.764 -1.776
N -2.651 -0.099 0.165
C -1.162 -0.110 -0.501
C 2.962 0.581 0.830
C -0.542 -1.307 -0.863
H -3.240 -0.377 -0.637
H -2.904 0.886 0.310
H 3.004 1.691 0.987
H -0.921 0.972 -0.781
H 3.892 0.173 0.449
H 2.537 0.121 1.840
H -0.982 -2.165 -0.843
H -2.895 -0.749 0.855
```

Values from the calculation:
* HOMO energy (alpha / beta): -0.412 / -0.444 Eh
* frontier orbital gap (alpha / beta): 6.05 / 7.21 eV
* multiplicity: 1
* net charge: +1
* LUMO energy (alpha / beta): -0.190 / -0.179 hartree

---

b) Below is a cluster of 2 separate species, C3H8N2OP in total, with properties calculated with wB97M-V/def2-TZVPD.

```
15
Properties=species:S:1:pos:R:3
P 1.609 -2.580 -1.240
O 5.135 -0.760 -1.697
N -0.515 0.322 -0.620
N 3.054 -1.788 -1.194
C 0.373 -0.712 0.051
C 4.122 -1.299 -1.424
C -0.790 1.372 0.403
H 1.340 -0.312 0.353
H 0.067 0.615 -1.402
H 0.280 1.649 0.538
H -1.512 0.044 -1.031
H 1.757 -3.042 0.095
H -1.430 2.133 -0.121
H -0.187 -1.194 0.860
H -1.223 0.897 1.386
```

Values from the calculation:
* HOMO energy: -0.484 Eh
* frontier orbital gap: 8.60 eV
* multiplicity: 1
* net charge: +1
* LUMO energy: -0.169 hartree

---

The structure with the least stability is a).

---

a) Below is the molecule C20H28N4O4, with properties calculated with wB97M-V/def2-TZVPD.

```
56
Properties=species:S:1:pos:R:3
O 2.274 -7.248 -2.255
O -3.298 6.374 -1.311
O -0.180 -2.942 -0.893
O -2.082 2.720 1.059
N -2.681 5.146 -1.391
N 1.248 -2.111 0.664
N -1.536 2.669 -1.144
N 2.987 -8.368 0.151
C -3.280 5.417 0.846
C 1.217 0.086 -0.458
C 2.701 0.244 -0.126
C 0.766 -3.111 -0.139
C -2.070 3.238 -0.047
C 1.397 -4.466 -0.022
C 1.565 -5.203 -1.188
C 2.410 -7.074 0.091
C -5.444 6.258 -0.211
C 2.076 -6.487 -1.133
C -3.959 6.482 -0.016
C 2.660 -1.998 1.023
C -2.683 4.585 -0.251
C 1.729 -5.035 1.200
C -0.899 1.366 -1.081
C 2.246 -6.322 1.246
C 0.571 -0.822 0.589
C 0.524 1.442 -0.535
C 3.392 -1.108 0.022
C -2.202 5.953 1.787
H -3.753 7.490 0.343
H 3.285 -8.652 -0.774
H -1.517 0.725 -0.453
H 4.429 -0.979 0.343
H -2.647 6.596 2.547
H -5.970 6.380 0.738
H -0.897 0.942 -2.086
H 1.110 2.111 -1.173
H 1.266 -4.767 -2.135
H -4.010 4.837 1.412
H 2.719 -1.563 2.026
H -1.468 6.539 1.230
H 2.310 -9.061 0.451
H 1.125 -0.420 -1.427
H 0.492 1.897 0.460
H 3.415 -1.619 -0.946
H -5.848 6.971 -0.929
H 2.530 -6.768 2.190
H 3.196 0.843 -0.894
H 0.643 -0.347 1.574
H -5.628 5.249 -0.581
H 2.790 0.802 0.815
H -1.570 3.191 -2.004
H 3.112 -2.984 1.061
H -1.689 5.131 2.284
H -0.477 -1.009 0.372
H 1.586 -4.475 2.115
H 2.016 -6.743 -3.032
```

Values from the calculation:
* HOMO energy: -0.309 Eh
* frontier orbital gap: 9.09 eV
* SMILES string: C[C@@H]1ON=C(C(=O)NCC[C@H]2CCCN(C(=O)c3ccc(N)c(O)c3)C2)[C@H]1C
* multiplicity: 1
* LUMO energy: 0.025 hartree

---

b) Below is the molecule C20H28N4O4, with properties calculated with wB97M-V/def2-TZVPD.

```
56
Properties=species:S:1:pos:R:3
O -0.189 -2.940 -0.932
O 2.307 -7.200 -2.356
O -3.334 6.356 -1.325
O -2.076 2.737 1.079
N 2.869 -8.427 -0.006
N 1.226 -2.134 0.650
N -1.559 2.658 -1.130
N -2.715 5.129 -1.396
C 3.370 -1.128 0.008
C 1.192 0.070 -0.459
C 0.549 -0.844 0.585
C 0.751 -3.121 -0.174
C -2.696 4.585 -0.247
C -0.927 1.353 -1.061
C -3.280 5.430 0.847
C -2.193 5.980 1.769
C 2.678 0.225 -0.132
C -5.461 6.261 -0.185
C 2.639 -2.020 1.008
C 2.075 -6.482 -1.220
C 1.693 -5.070 1.142
C 2.375 -7.097 0.001
C 2.200 -6.362 1.166
C -3.972 6.483 -0.019
C -2.077 3.243 -0.033
C 0.501 1.426 -0.527
C 1.381 -4.479 -0.073
C 1.566 -5.196 -1.249
H -1.465 6.559 1.197
H -1.674 5.165 2.271
H 2.772 0.780 0.810
H 4.407 -1.000 0.325
H 1.081 2.095 -1.170
H -0.936 0.921 -2.063
H 0.624 -0.375 1.572
H 2.448 -6.827 2.114
H 1.288 -4.739 -2.193
H -3.758 7.497 0.321
H 3.854 -8.463 -0.244
H -5.876 6.965 -0.905
H 3.170 0.827 -0.900
H 2.016 -6.686 -3.116
H -5.970 6.397 0.771
H 1.535 -4.530 2.067
H -1.543 0.719 -0.424
H -2.631 6.632 2.525
H 0.479 1.880 0.468
H 1.097 -0.431 -1.431
H -1.610 3.166 -1.998
H -4.003 4.856 1.428
H -0.499 -1.029 0.370
H 3.092 -3.005 1.047
H -5.654 5.247 -0.540
H 2.779 -8.835 0.916
H 2.696 -1.585 2.011
H 3.389 -1.635 -0.962
```

Values from the calculation:
* HOMO energy: -0.308 Eh
* frontier orbital gap: 9.12 eV
* SMILES string: C[C@@H]1ON=C(C(=O)NCC[C@H]2CCCN(C(=O)c3ccc(N)c(O)c3)C2)[C@H]1C
* multiplicity: 1
* LUMO energy: 0.027 hartree

---

The structure with the least stability is b).

---

a) Below is the ion C3H10N3O with charge +1, with properties calculated with wB97M-V/def2-TZVPD.

```
17
Properties=species:S:1:pos:R:3
O -0.117 -0.018 -1.274
N 1.255 1.317 0.047
N -1.554 1.286 0.080
N -1.566 -1.222 0.216
C -0.776 -0.166 -0.114
C 1.650 -1.237 -0.003
C 0.768 0.016 -0.232
H -2.067 -1.651 -0.536
H -0.811 1.919 0.267
H 0.831 -2.044 0.181
H 1.931 1.265 0.745
H 2.300 -1.472 -0.834
H 1.535 1.874 -0.738
H -1.961 1.612 -0.801
H 2.209 -0.992 0.963
H -2.189 1.210 0.953
H -1.437 -1.696 1.082
```

Values from the calculation:
* HOMO energy: -0.510 Eh
* frontier orbital gap: 10.69 eV
* SMILES string: C[C@@]1(N)O[C@]1(N)[NH3+]
* multiplicity: 1
* net charge: +1
* LUMO energy: -0.117 hartree

---

b) Below is a cluster of 2 separate species, C3H10N3O in total, with properties calculated with wB97M-V/def2-TZVPD.

```
17
Properties=species:S:1:pos:R:3
O 2.259 -0.722 -0.023
N -0.144 0.722 0.271
N 3.488 -0.711 -0.415
N -1.974 -0.336 -0.661
C -0.801 0.315 -0.796
C 1.075 1.395 0.509
C -2.607 -0.897 0.557
H -0.343 0.421 -1.800
H -0.812 0.579 0.946
H -2.367 -0.720 -1.497
H 1.645 1.952 -0.174
H -3.426 -1.542 0.247
H 3.662 -0.278 -1.287
H 3.969 -0.312 0.401
H -1.879 -1.475 1.102
H -3.024 -0.097 1.077
H 1.279 1.706 1.543
```

Values from the calculation:
* HOMO energy (alpha / beta): -0.447 / -0.472 Eh
* frontier orbital gap (alpha / beta): 8.64 / 8.43 eV
* multiplicity: 1
* net charge: +1
* LUMO energy (alpha / beta): -0.130 / -0.162 hartree

---

The structure with the least stability is b).

---

a) Below is a cluster of 2 separate species, CH2NOS2 in total, with properties calculated with wB97M-V/def2-TZVPD.

```
7
Properties=species:S:1:pos:R:3
S 0.603 -1.397 1.549
S 0.188 1.897 0.056
O 0.033 -1.683 -1.087
N -1.028 0.704 -0.126
C 0.174 -1.274 0.009
H -1.129 0.518 -1.101
H 1.159 1.234 0.700
```

Values from the calculation:
* HOMO energy: -0.102 Eh
* frontier orbital gap: 6.27 eV
* multiplicity: 1
* net charge: -1
* LUMO energy: 0.128 hartree

---

b) Below is a structure of composition CH2NOS2, with properties calculated with wB97M-V/def2-TZVPD.

```
7
Properties=species:S:1:pos:R:3
S -4.443 -0.334 0.014
S -1.648 -0.770 -0.030
O -2.782 1.599 0.004
N -0.328 0.210 0.074
C -3.051 0.424 0.012
H -0.865 1.026 0.146
H 0.076 0.323 -0.860
```

Values from the calculation:
* HOMO energy: -0.130 Eh
* frontier orbital gap: 7.27 eV
* multiplicity: 1
* net charge: -1
* LUMO energy: 0.137 hartree

---

The structure with the least stability is a).

---

a) Below is the molecule C3H5FN2, with properties calculated with wB97M-V/def2-TZVPD.

```
11
Properties=species:S:1:pos:R:3
F 0.599 2.121 0.059
N -2.567 0.680 -0.046
N 0.223 -1.478 0.158
C 0.979 0.870 -0.360
C -1.468 0.447 0.146
C -0.112 -0.149 0.437
H -0.090 0.097 1.452
H 0.248 -1.620 -0.840
H 1.979 0.584 -0.220
H 0.499 0.674 -1.351
H -0.291 -2.226 0.565
```

Values from the calculation:
* HOMO energy: -0.387 Eh
* frontier orbital gap: 11.35 eV
* SMILES string: N#C[C@@H](N)CF
* multiplicity: 1
* LUMO energy: 0.030 hartree

---

b) Below is the molecule C3H5FN2, with properties calculated with wB97M-V/def2-TZVPD.

```
11
Properties=species:S:1:pos:R:3
F 0.665 -1.991 -0.085
N 2.542 0.841 -0.162
N -0.451 -1.352 0.412
C 0.009 1.032 0.315
C -0.760 -0.110 -0.334
C 1.420 0.775 0.058
H -0.045 1.919 -0.247
H -1.115 -2.151 0.312
H -0.352 -0.047 -1.324
H -0.067 1.225 1.354
H -1.848 -0.141 -0.299
```

Values from the calculation:
* HOMO energy: -0.371 Eh
* frontier orbital gap: 10.80 eV
* SMILES string: N#CCCNF
* multiplicity: 1
* LUMO energy: 0.026 hartree

---

The structure with the least stability is b).

---

a) Below is the molecule C4H10BN, with properties calculated with wB97M-V/def2-TZVPD.

```
16
Properties=species:S:1:pos:R:3
N -1.894 0.111 -0.181
C -3.105 -0.547 -0.193
C 2.004 -0.845 0.287
C 0.618 1.173 0.320
C 1.789 0.459 -0.442
B -0.816 0.612 0.030
H 0.570 2.235 -0.041
H -3.008 -1.602 -0.256
H 2.638 1.079 -0.492
H 1.568 0.216 -1.426
H 1.917 -0.681 1.328
H -3.443 -0.042 -1.129
H 0.810 1.173 1.423
H -3.783 -0.395 0.657
H 2.994 -1.344 0.101
H 1.139 -1.604 0.016
```

Values from the calculation:
* HOMO energy: -0.348 Eh
* frontier orbital gap: 10.17 eV
* SMILES string: CCC/B=N\C
* multiplicity: 1
* LUMO energy: 0.026 hartree

---

b) Below is the molecule C4H10BN, with properties calculated with wB97M-V/def2-TZVPD.

```
16
Properties=species:S:1:pos:R:3
N -0.885 -0.339 0.181
C -1.039 1.105 -0.207
C 1.771 -0.487 -0.323
C 3.139 -0.248 0.236
C -2.183 -0.985 -0.055
B 0.307 -1.009 0.256
H -1.654 0.986 -1.156
H 3.871 -0.785 -0.253
H -2.865 -0.482 0.672
H 3.325 0.417 0.982
H -0.178 1.609 -0.340
H 1.395 0.571 -0.492
H -1.661 1.708 0.523
H -2.185 -2.138 0.196
H -2.439 -1.009 -1.090
H 1.841 -1.122 -1.231
```

Values from the calculation:
* HOMO energy (alpha / beta): -0.242 / -0.272 Eh
* frontier orbital gap (alpha / beta): 7.21 / 7.76 eV
* multiplicity: 1
* LUMO energy (alpha / beta): 0.023 / 0.013 hartree

---

c) Below is the molecule C4H10BN, with properties calculated with wB97M-V/def2-TZVPD.

```
16
Properties=species:S:1:pos:R:3
N -0.669 -0.520 -1.136
C -1.725 1.457 0.770
C 1.388 -1.075 0.087
C 0.812 0.271 0.754
C 0.700 -1.130 -1.224
B -0.711 0.466 0.236
H -1.644 1.671 1.838
H -1.510 -1.005 -1.477
H 1.469 1.104 0.305
H -2.850 1.471 0.746
H 1.229 -0.437 -1.873
H 2.434 -1.019 -0.073
H 0.944 -1.864 0.804
H 1.011 0.153 1.732
H 0.627 -2.030 -1.817
H -1.505 2.486 0.327
```

Values from the calculation:
* HOMO energy: -0.317 Eh
* frontier orbital gap: 9.30 eV
* SMILES string: CB1CCCN1
* multiplicity: 1
* LUMO energy: 0.025 hartree

---

The structure with the least stability is b).

---

a) Below is a cluster of 2 separate species, C6H12N in total, with properties calculated with wB97M-V/def2-TZVPD.

```
19
Properties=species:S:1:pos:R:3
N 0.062 0.021 -0.346
C 1.409 -0.146 -1.095
C 1.727 -1.274 -0.449
C -0.734 -1.125 -0.642
C 0.442 -1.291 0.341
C 2.035 0.834 -2.009
C -2.242 1.064 2.280
H -0.685 -1.773 -1.558
H 3.165 0.788 -2.187
H 2.613 -1.937 -0.370
H -2.703 1.146 1.307
H 1.754 1.762 -1.554
H -2.144 -0.021 2.430
H -1.497 1.631 2.748
H -0.200 0.800 0.146
H 1.556 0.956 -3.061
H 0.333 -1.518 1.365
H -1.716 -1.128 -0.191
H -3.176 1.211 2.845
```

Values from the calculation:
* HOMO energy: -0.524 Eh
* frontier orbital gap: 10.85 eV
* multiplicity: 1
* net charge: +1
* LUMO energy: -0.125 hartree

---

b) Below is a cluster of 2 separate species, C6H12N in total, with properties calculated with wB97M-V/def2-TZVPD.

```
19
Properties=species:S:1:pos:R:3
N 0.634 0.063 -0.048
C -3.708 0.404 0.298
C -2.652 0.798 -0.142
C -0.051 -0.216 1.266
C 1.982 0.763 0.087
C 0.841 -1.288 -0.673
C -0.211 0.758 -0.994
H -4.730 -0.007 0.615
H 1.711 -1.732 -0.173
H 1.839 1.778 0.318
H -0.230 1.920 -1.063
H 2.502 0.580 -0.821
H -0.070 -1.929 -0.745
H -0.403 0.113 -1.906
H 0.490 -0.919 1.908
H 2.349 0.373 1.001
H 1.008 -1.225 -1.750
H -0.331 0.630 1.785
H -0.969 -0.865 1.038
```

Values from the calculation:
* HOMO energy (alpha / beta): -0.500 / -0.510 Eh
* frontier orbital gap (alpha / beta): 7.69 / 8.40 eV
* multiplicity: 1
* net charge: +1
* LUMO energy (alpha / beta): -0.217 / -0.201 hartree

---

The structure with the least stability is b).

---

a) Below is the ion C6H12N with charge +1, with properties calculated with wB97M-V/def2-TZVPD.

```
19
Properties=species:S:1:pos:R:3
N -0.101 -0.213 0.511
C 1.662 1.659 0.008
C 0.412 -1.565 0.649
C -1.130 0.297 1.537
C -0.295 0.249 -1.118
C 0.604 0.757 -0.343
C -1.024 -0.522 -2.141
H 1.785 2.341 -0.753
H -0.512 0.532 2.367
H -1.901 -0.451 1.718
H -0.485 -0.442 -2.988
H 2.418 0.995 0.333
H -0.935 -1.530 -1.748
H 0.375 -1.636 1.789
H -0.329 -2.254 0.161
H -2.056 -0.074 -2.085
H 1.428 -1.517 0.217
H 1.533 2.171 0.979
H -1.452 1.206 0.908
```

Values from the calculation:
* HOMO energy: -0.535 Eh
* frontier orbital gap: 11.55 eV
* SMILES string: CC1=C(C)[N+]1(C)C
* multiplicity: 1
* net charge: +1
* LUMO energy: -0.110 hartree

---

b) Below is a structure of composition C6H12N, with properties calculated with wB97M-V/def2-TZVPD.

```
19
Properties=species:S:1:pos:R:3
N -0.305 -0.052 0.671
C -1.628 -0.136 1.134
C 0.712 -0.673 -1.363
C -0.132 0.512 -0.724
C 0.829 -0.872 1.089
C 0.610 1.842 -0.524
C 0.550 -1.568 -0.176
H 0.943 1.998 -1.487
H -1.885 0.763 1.771
H -2.351 0.001 0.341
H 0.734 -1.552 1.995
H 1.303 1.874 0.227
H 1.818 -0.550 -1.519
H 0.335 -0.942 -2.306
H -0.181 -2.498 -0.217
H -1.805 -1.056 1.806
H -0.144 2.674 -0.423
H 1.723 -0.211 1.024
H -1.126 0.444 -1.320
```

Values from the calculation:
* HOMO energy: -0.519 Eh
* frontier orbital gap: 8.95 eV
* multiplicity: 1
* net charge: +1
* LUMO energy: -0.190 hartree

---

The structure with the least stability is a).